Entry 1:
A molecular structure, C46H56LuN10O4P2 at a distorted geometry, computed with ωB97M-V/def2-TZVPD.

The calculation puts the HOMO-LUMO gap at 4.76 eV. Its LUMO energy is -9.63 eV. Its charge is +3. As for the HOMO energy: -14.3873 eV.

Structure (XYZ):
```
119
Properties=species:S:1:pos:R:3:mulliken_charge:R:1
Lu 0.757 -0.132 0.850 1.797
C 2.104 -3.718 0.989 -1.466
C 1.623 -3.715 -0.467 0.410
C 2.622 -4.480 -1.332 -1.550
P 1.215 -1.973 -1.081 0.836
C 2.471 -1.547 -2.417 0.974
C 2.081 -1.796 -3.872 -1.614
C 2.915 -0.086 -2.238 -0.755
C -0.412 -2.351 -1.874 -0.338
C -0.437 -3.353 -2.835 0.273
C -1.584 -3.711 -3.545 0.169
C -1.561 -4.821 -4.544 -1.763
C -2.759 -3.010 -3.276 -1.282
C -2.789 -2.039 -2.302 -0.540
C -1.636 -1.716 -1.571 0.387
N -1.826 -0.778 -0.516 1.385
C -2.890 0.206 -0.588 -1.027
C -4.013 -0.011 0.198 -0.061
C -5.025 0.930 0.236 -0.954
C -4.925 2.117 -0.490 0.374
C -5.992 3.163 -0.404 -1.720
C -3.779 2.326 -1.258 -1.099
C -2.750 1.389 -1.321 0.996
P -1.274 1.765 -2.298 0.769
C -0.920 3.560 -2.175 0.782
C -1.699 4.372 -3.222 -1.483
C 0.582 3.848 -2.265 -1.688
C -1.367 1.002 -3.957 1.824
C -2.743 1.197 -4.595 -1.553
C -0.230 1.511 -4.850 -1.358
H 2.141 -4.748 1.348 0.536
H 1.437 -3.170 1.654 0.216
H 3.112 -3.315 1.069 0.323
H 0.660 -4.228 -0.493 0.547
H 3.636 -4.096 -1.210 0.388
H 2.379 -4.471 -2.395 0.303
H 2.633 -5.523 -1.010 0.443
H 3.328 -2.180 -2.169 0.580
H 1.121 -1.338 -4.114 0.187
H 2.037 -2.855 -4.121 0.305
H 2.838 -1.347 -4.517 0.476
H 2.184 0.599 -2.665 -0.487
H 3.862 0.071 -2.755 0.833
H 3.059 0.192 -1.187 -0.208
H 0.478 -3.886 -3.051 0.382
H -0.566 -4.979 -4.957 0.402
H -2.261 -4.639 -5.358 0.447
H -1.871 -5.751 -4.059 0.358
H -3.667 -3.250 -3.815 0.522
H -3.725 -1.545 -2.079 0.652
H -4.091 -0.931 0.767 0.630
H -5.903 0.750 0.842 0.524
H -6.981 2.710 -0.345 0.439
H -5.964 3.846 -1.251 0.392
H -5.854 3.750 0.507 0.330
H -3.700 3.255 -1.807 0.272
H -1.272 3.807 -1.168 0.709
H -1.199 4.341 -4.189 0.338
H -1.727 5.415 -2.908 0.442
H -2.729 4.044 -3.361 0.343
H 0.974 3.635 -3.259 0.292
H 1.150 3.288 -1.526 0.245
H 0.735 4.911 -2.071 0.599
H -1.214 -0.062 -3.742 -0.647
H -2.919 2.242 -4.854 0.344
H -3.552 0.853 -3.949 0.340
H -2.788 0.623 -5.520 0.478
H -0.417 2.533 -5.178 0.347
H -0.165 0.891 -5.743 0.461
H 0.737 1.475 -4.346 0.160
C 6.359 -1.233 2.229 -1.033
N 4.918 -1.008 2.350 1.058
C 4.050 -0.851 1.359 -1.169
N 2.872 -0.477 1.857 0.186
C 3.100 -0.454 3.213 -0.681
N 4.326 -0.760 3.528 -1.038
C 6.956 -0.295 1.196 0.666
C 7.992 -0.710 0.369 -0.940
C 8.518 0.157 -0.582 -0.784
C 7.995 1.427 -0.745 -0.947
C 6.948 1.844 0.077 -0.070
C 6.454 0.993 1.060 0.192
C 6.341 3.150 -0.114 0.621
N 6.692 4.086 -0.936 -0.469
N 5.806 5.107 -0.788 -0.446
C 4.953 4.747 0.119 0.573
O 5.229 3.503 0.585 -0.194
C 3.820 5.504 0.626 -0.056
C 3.655 6.831 0.234 -1.014
C 2.590 7.558 0.735 -0.818
C 1.693 6.973 1.617 -0.947
C 1.850 5.649 2.011 1.270
C 0.885 5.073 3.030 -1.336
N 0.438 3.718 2.723 0.874
C 1.064 2.559 2.889 -0.323
N 0.297 1.565 2.433 -0.416
C -0.830 2.224 2.002 -0.768
N -0.766 3.515 2.158 -0.867
C 2.918 4.918 1.512 0.073
H 6.546 -2.273 1.961 0.414
H 6.778 -1.065 3.220 0.360
H 4.300 -0.959 0.316 0.774
H 2.356 -0.199 3.952 0.580
H 8.398 -1.710 0.469 0.484
H 9.333 -0.173 -1.211 0.440
H 8.382 2.107 -1.492 0.585
H 5.673 1.357 1.717 0.708
H 4.372 7.272 -0.445 0.591
H 2.461 8.592 0.445 0.454
H 0.871 7.560 2.011 0.471
H -0.015 5.680 3.061 0.435
H 1.337 5.074 4.023 0.328
H 2.016 2.446 3.383 0.579
H -1.704 1.725 1.618 0.852
H 3.083 3.890 1.810 0.574
O -0.481 -1.697 0.973 -0.540
N -1.362 -0.804 0.688 -0.587
O -0.057 0.910 -1.673 0.225
O 0.205 1.407 -0.335 -0.888
```

=====

Entry 2:
A molecular structure, C41H44F6N9PS3SbTi, computed with ωB97M-V/def2-TZVPD.

The energy above the lowest of the compared OMol25 structures with the same formula, charge and spin comes out at 0.0 kcal per mole. The calculation puts the HOMO-LUMO gap at 6.34 eV. Its LUMO energy is -9.33 eV. Its charge is +3. As for the HOMO energy: -15.6677 eV.

Structure (XYZ):
```
106
Properties=species:S:1:pos:R:3:mulliken_charge:R:1
Ti -1.347 -0.682 0.009 -0.348
S 0.647 -1.174 1.398 -0.607
C 2.057 -0.673 0.574 0.581
N 3.171 -0.364 1.161 0.097
C 4.349 0.017 0.356 -0.735
C 4.400 -0.829 -0.883 -0.673
N 3.114 -0.729 -1.593 0.242
C 3.199 -0.752 -3.076 -1.194
C 3.894 0.490 -3.571 0.082
C 3.339 1.745 -3.326 0.646
C 3.986 2.883 -3.779 -0.523
C 5.184 2.776 -4.477 -0.633
C 5.735 1.528 -4.723 -0.703
C 5.092 0.385 -4.266 -0.331
C 2.002 -0.635 -0.928 -0.285
S 0.486 -0.545 -1.672 0.423
C 3.387 -0.407 2.630 -0.998
C 4.346 -1.519 2.972 0.427
C 5.566 -1.228 3.568 -0.291
C 6.449 -2.255 3.877 -0.680
C 6.117 -3.567 3.579 -0.468
C 4.897 -3.861 2.980 -0.869
C 4.011 -2.839 2.679 -0.060
H 5.231 -0.155 0.969 0.573
H 4.273 1.080 0.115 0.268
H 4.595 -1.879 -0.652 0.312
H 5.172 -0.461 -1.557 0.534
H 2.193 -0.860 -3.473 0.456
H 3.767 -1.648 -3.334 0.428
H 2.393 1.836 -2.798 0.213
H 3.553 3.858 -3.601 0.375
H 5.682 3.666 -4.835 0.428
H 6.662 1.441 -5.273 0.424
H 5.520 -0.591 -4.468 0.440
H 2.418 -0.529 3.106 0.500
H 3.801 0.563 2.908 0.415
H 5.826 -0.203 3.808 0.421
H 7.394 -2.028 4.351 0.420
H 6.805 -4.366 3.820 0.417
H 4.636 -4.887 2.760 0.444
H 3.050 -3.075 2.231 0.448
N -3.164 1.640 3.042 0.261
C -1.902 1.910 3.527 -1.501
C -1.035 1.302 2.681 -0.396
N -1.746 0.669 1.677 1.862
C -3.029 0.905 1.937 -0.571
C -3.993 0.325 1.044 -0.717
N -3.499 -0.379 0.042 1.996
C -4.572 -0.895 -0.648 -0.599
C -5.716 -0.475 -0.042 -1.581
N -5.330 0.292 1.033 0.339
H -4.026 1.974 3.444 0.225
H -1.741 2.492 4.418 0.517
H 0.037 1.265 2.738 0.358
H -4.459 -1.521 -1.516 0.405
H -6.750 -0.653 -0.277 0.594
H -5.957 0.761 1.668 0.235
F -1.931 -1.792 -1.424 0.708
Sb -2.076 -3.159 -3.124 2.121
F -0.408 -3.677 -2.403 -0.663
F -1.179 -1.776 -4.007 -0.551
F -2.163 -4.381 -4.491 -0.463
F -3.679 -2.236 -3.400 -0.549
F -2.906 -4.165 -1.788 -0.577
C -5.345 -4.007 3.875 -1.168
C -4.146 -3.095 4.142 -0.412
C -3.182 -3.075 3.003 0.303
N -2.884 -2.034 2.315 -0.902
N -1.972 -2.297 1.308 0.924
C -1.609 -3.574 1.260 0.164
N -0.710 -4.094 0.418 -0.138
S -2.384 -4.528 2.463 -0.150
H -6.036 -3.970 4.715 0.380
H -5.040 -5.046 3.748 0.382
H -5.880 -3.700 2.976 0.313
H -3.621 -3.419 5.043 0.354
H -4.463 -2.065 4.308 0.207
H -0.513 -3.652 -0.471 -0.208
H -0.603 -5.096 0.403 0.335
C -2.093 1.123 -3.038 -1.873
P -1.723 1.552 -1.316 2.095
C -0.288 2.654 -1.303 0.372
C -0.142 3.618 -2.298 -0.799
C 0.911 4.521 -2.242 -0.978
C 1.816 4.473 -1.190 -1.002
C 1.675 3.514 -0.194 -0.813
C 0.629 2.607 -0.254 0.455
C -3.092 2.598 -0.773 0.937
C -2.882 3.536 0.240 -0.388
C -3.928 4.337 0.671 -0.787
C -5.186 4.212 0.092 -0.727
C -5.396 3.289 -0.925 -0.786
C -4.354 2.482 -1.358 -0.870
H -2.410 2.013 -3.581 0.573
H -2.892 0.381 -3.076 0.464
H -1.215 0.696 -3.518 0.346
H -0.849 3.683 -3.116 0.461
H 1.014 5.270 -3.015 0.509
H 2.626 5.189 -1.141 0.466
H 2.371 3.492 0.635 0.640
H 0.515 1.865 0.530 -0.023
H -1.896 3.660 0.674 0.387
H -3.756 5.083 1.437 0.525
H -5.994 4.856 0.412 0.464
H -6.366 3.214 -1.398 0.536
H -4.533 1.779 -2.162 0.367
```